Molecular formula: C4H11NO3
Method: DFT, ωB97M-V/def2-TZVPD

Last column: natural (NBO) charge in e.
Positions of all 19 atoms, in Å:
C  -1.3143  -1.0238  -0.4855  -0.8247
C  -1.0940  0.3620  -0.8634  0.6311
C  -2.1527  1.3691  -0.4971  -0.7131
O  -0.0152  0.7619  -1.3351  -0.6539
H  -0.5213  -1.1840  0.4563  0.3644
H  -2.3465  -1.2734  -0.2599  0.2194
H  -0.8840  -1.7233  -1.1998  0.2429
H  -1.7072  2.3442  -0.3061  0.2330
H  -2.8371  1.4664  -1.3424  0.2433
H  -2.7299  1.0531  0.3697  0.2278
N  2.0811  0.9095  0.8570  -0.8404
C  2.1191  -0.4396  0.5532  0.5496
O  0.7837  -1.1405  1.3361  -0.8678
O  2.0417  -0.7421  -0.7399  -0.7112
H  1.3701  1.4132  0.3370  0.3890
H  2.0378  1.0958  1.8484  0.3824
H  2.9374  -0.9657  1.0477  0.1576
H  0.9390  -2.0925  1.3803  0.4639
H  1.2925  -0.1902  -1.1567  0.5064

Its energy relative to the best compared isomer or geometry (same formula, charge and spin) is 1.8942 eV. For the total energy, the calculation gives -439.456309 a.u. The HOMO energy comes out at -9.6 eV. The calculation puts the orbital gap at 10.4387 eV.


Molecular formula: C3H10N2S
Method: DFT, ωB97M-V/def2-TZVPD

Last column: natural (NBO) charge in e.
Positions of all 16 atoms, in Å:
C  0.8080  -0.4693  -2.3448  -0.4156
N  0.7904  -0.1043  -0.9207  -0.5393
C  1.5662  -0.6407  -0.0356  0.3533
N  1.5028  -0.4000  1.2767  -0.7743
H  0.5123  0.4821  -2.8853  0.2194
H  0.0765  -1.1975  -2.6172  0.2123
H  1.8386  -0.7518  -2.6444  0.1925
H  -0.1457  0.6836  -0.5789  0.3409
H  2.3983  -1.2474  -0.3875  0.1733
H  0.8090  0.2666  1.6373  0.4385
H  2.3745  -0.5120  1.7845  0.4024
C  -1.5607  -0.5169  1.1240  -0.7441
S  -1.5056  1.1344  0.4335  -0.4330
H  -1.1658  -1.2380  0.3945  0.1849
H  -0.9861  -0.6120  2.1140  0.1754
H  -2.5553  -0.7325  1.2922  0.2133

Its energy relative to the best compared isomer or geometry (same formula, charge and spin) is 1.2735 eV. For the total energy, the calculation gives -627.947828 a.u. The HOMO energy comes out at -7.2 eV. The calculation puts the orbital gap at 7.6771 eV.